[1]
142
Properties=species:S:1:pos:R:3 method="wB97M-V/def2-TZVPD" spin_multiplicity=3 lumo_energy_ev="2.145 / 1.623" homo_energy_ev="-4.58 / -4.58" total_charge=-1 e_tot_ev=-125634.21900
C 2.9774 -0.0281 7.1598
C 4.3168 -0.6640 6.6328
C 4.0936 -2.0141 5.8147
C 3.0278 -1.7104 4.6895
C 3.3232 -2.3751 3.2881
C 2.0096 -2.7516 2.4886
C 1.7887 -1.9616 1.1392
B 1.8882 -0.3303 1.2271
P 0.8238 0.1216 2.8126
P -1.3102 -0.2171 2.4230
O -2.0973 0.8285 3.1734
O -1.7144 -0.1899 0.8108
O -1.7340 -1.6981 3.0671
O 3.2529 0.2437 1.1009
C 3.4413 0.8460 -0.1940
C 4.7562 1.6728 -0.4473
C 4.5751 3.1431 -1.0036
C 5.2477 3.2274 -2.4383
C 5.4386 4.7249 -2.9379
C 6.1870 4.6502 -4.3514
N 7.4777 5.3840 -4.2289
C 3.6399 -0.3866 -1.2030
C 4.7342 -1.3990 -0.7961
C 4.8672 -2.5863 -1.6697
C 5.8616 -3.6099 -1.4700
C 6.8088 -3.4901 -0.3634
C 7.8911 -4.6145 -0.2329
C 6.6874 -2.3545 0.5210
C 5.6693 -1.3130 0.3023
C 1.9921 1.4586 -0.3863
C 1.7542 1.7199 -1.9601
C 0.8186 0.6597 -2.6077
O -0.3248 0.5257 -2.3371
Cl 1.5068 -0.4620 -3.9213
C 1.3524 2.6132 0.4099
Cl -0.3750 2.9175 -0.0550
C 1.7908 3.4053 1.4129
C 0.9065 4.5041 2.1031
Cl 3.4303 3.1937 2.0554
O 1.2150 0.3418 0.0667
H 3.2562 0.9457 7.6586
H 2.4399 -0.6666 7.9093
H 2.2506 0.2499 6.3537
H 4.7850 0.0984 5.9474
H 4.9611 -0.8408 7.5418
H 3.5991 -2.7145 6.5501
H 5.0638 -2.4213 5.4428
H 1.9966 -1.9403 5.0649
H 3.0325 -0.5961 4.5143
H 4.0184 -1.7072 2.7229
H 3.8911 -3.3334 3.4838
H 1.1176 -2.7373 3.1772
H 2.1223 -3.8413 2.2018
H 2.4777 -2.3838 0.3634
H 0.7295 -2.1982 0.8015
H 0.8430 1.5207 3.1178
H -2.4998 0.3970 0.7296
H -1.9146 -2.3124 2.3294
H 5.2718 1.7696 0.5521
H 5.5075 1.1655 -1.1066
H 5.1979 3.8279 -0.3581
H 3.5377 3.5519 -0.9754
H 6.2903 2.8010 -2.3408
H 4.7184 2.5996 -3.1994
H 6.0783 5.2652 -2.1871
H 4.4300 5.1982 -3.0314
H 5.5091 5.0885 -5.1265
H 6.4332 3.5731 -4.5550
H 7.8766 5.5832 -5.1467
H 8.1097 4.7367 -3.7491
H 3.9873 0.0845 -2.1726
H 2.7025 -0.9319 -1.4570
H 4.1784 -2.6856 -2.5441
H 5.9113 -4.4756 -2.1767
H 8.1599 -4.8891 -1.2946
H 8.8441 -4.2525 0.2297
H 7.4928 -5.5512 0.2284
H 7.4252 -2.2891 1.3587
H 5.6011 -0.4324 0.9855
H 1.2772 2.7246 -2.1434
H 2.7292 1.7815 -2.5172
H 0.1923 3.9518 2.7814
H 1.5583 5.1182 2.7694
H 0.3054 5.0895 1.3724
C -7.3625 2.7573 -1.4547
C -6.6340 1.7696 -0.5139
C -7.4626 1.5731 0.7672
C -7.4027 2.7699 1.7141
C -5.9554 3.1452 2.0190
C -5.1067 3.3647 0.7570
N -5.2514 2.2556 -0.2348
O -4.5439 1.2231 0.2060
C -5.4855 4.7119 0.1018
C -3.6438 3.5699 1.1861
C -6.6349 0.4461 -1.3042
H -6.6969 3.1133 -2.2445
H -8.2112 2.2749 -1.9452
H -7.7840 3.6189 -0.9405
H -7.1071 0.6880 1.3063
H -8.5068 1.3718 0.5082
H -7.9395 3.6242 1.2901
H -7.9184 2.5217 2.6461
H -5.9401 4.0458 2.6397
H -5.5131 2.3496 2.6289
H -5.0056 4.8229 -0.8737
H -5.1548 5.5487 0.7213
H -6.5570 4.8555 -0.0235
H -3.2549 2.7320 1.7699
H -3.5444 4.4548 1.8188
H -2.9978 3.7124 0.3164
H -6.0485 0.5361 -2.2225
H -7.6528 0.1683 -1.5863
H -6.2391 -0.3895 -0.7240
C -5.1497 -3.4353 -4.0648
C -4.4522 -4.4568 -3.1366
C -5.2477 -4.5901 -1.8270
C -5.0826 -3.3915 -0.8975
C -3.6062 -3.1008 -0.6442
C -2.7872 -2.9447 -1.9352
N -3.0337 -4.0544 -2.9081
O -2.3791 -5.1248 -2.4776
C -3.0970 -1.5850 -2.6007
C -1.3110 -2.8105 -1.5479
C -4.5614 -5.7850 -3.9106
H -4.4900 -3.1288 -4.8798
H -6.0426 -3.8692 -4.5220
H -5.4998 -2.5445 -3.5473
H -4.9291 -5.4906 -1.2898
H -6.3107 -4.7293 -2.0490
H -5.5800 -2.5104 -1.3139
H -5.5812 -3.5985 0.0541
H -3.5180 -2.1958 -0.0357
H -3.1914 -3.9155 -0.0384
H -2.6408 -1.5173 -3.5913
H -2.6950 -0.7625 -2.0053
H -4.1614 -1.3743 -2.6954
H -0.9454 -3.6557 -0.9606
H -1.1586 -1.9212 -0.9325
H -0.6803 -2.7104 -2.4352
H -4.0018 -5.7405 -4.8485
H -5.6035 -6.0018 -4.1559
H -4.1987 -6.6377 -3.3343


[2]
148
Properties=species:S:1:pos:R:3 method="wB97M-V/def2-TZVPD" lumo_energy_ev=-0.157 homo_energy_ev=-8.25 smiles="C#C[C@@](OCC)(O[C@@H](Br)[C@](CCN)(O[C@@H](C)CNC)P(=O)(O)O)P(O)Cl.CCCC#N.CCCC#N.CCCC#N.CCCC#N.CCCC#N.CCCC#N.CCCC#N.CCCC#N" e_tot_ev=-178364.31442
C -2.7397 7.1631 1.6758
C -3.4137 6.1802 1.0915
C -4.2667 5.0230 0.3117
O -5.1444 5.5167 -0.7021
C -4.6667 6.6810 -1.4188
C -5.2914 8.1011 -0.8761
O -3.4877 3.8562 -0.0176
C -2.7911 3.9319 -1.2625
Br -1.0662 4.9954 -1.1733
C -2.3273 2.4447 -1.8230
C -1.3480 1.8368 -0.7047
C -1.2784 0.2378 -0.5756
N 0.0065 -0.2448 -1.2332
O -1.5503 2.7512 -3.0074
C -1.2432 1.5921 -3.8188
C -2.1815 1.7154 -5.1695
C 0.3087 1.6648 -4.3613
N 0.8885 0.2976 -4.6279
C 0.5777 -0.1884 -6.0088
P -3.9495 1.5212 -2.1169
O -4.7813 1.2816 -0.8149
O -4.9199 2.5572 -3.1203
O -3.8153 -0.0063 -2.8791
P -5.4860 4.3815 1.6989
O -5.1319 2.7093 1.9647
Cl -5.0964 5.5000 3.4950
H -2.4918 7.9807 2.4608
H -3.5212 6.7337 -1.5769
H -5.1036 6.5887 -2.5008
H -5.4006 8.7643 -1.8224
H -4.6074 8.5491 -0.0713
H -6.3651 7.8683 -0.5083
H -3.3695 4.3943 -2.1441
H -1.5185 2.2566 0.3711
H -0.2699 2.1917 -0.9808
H -2.2058 -0.3487 -0.9028
H -1.1314 -0.0020 0.5606
H 0.0408 -1.2750 -1.2696
H 0.8097 0.1496 -0.7016
H -1.3355 0.5726 -3.3027
H -2.9457 0.8529 -5.2167
H -1.5060 1.7717 -6.0957
H -2.7577 2.7222 -5.1067
H 0.4297 2.3437 -5.2802
H 0.9506 2.1061 -3.4909
H 0.6195 -0.3803 -3.8974
H 0.9578 -1.2896 -6.0979
H -0.5437 -0.2229 -6.2661
H 1.1213 0.4225 -6.8289
H -5.1689 2.0747 -3.9588
H -4.6424 -0.1021 -3.4275
H -5.9696 2.2508 1.7029
C 1.6708 -4.6616 1.8701
C 0.5482 -4.0088 2.6661
C -0.1734 -2.9034 1.8943
C 0.6977 -1.7568 1.6167
N 1.3833 -0.8577 1.3946
H 2.4642 -3.9469 1.6368
H 2.1164 -5.4749 2.4474
H 1.2951 -5.0787 0.9309
H 0.9537 -3.6130 3.6035
H -0.1817 -4.7804 2.9347
H -1.0300 -2.5616 2.4849
H -0.5745 -3.3020 0.9569
C 2.1177 -4.6756 6.9434
C 2.3183 -5.9912 6.2015
C 3.7211 -6.1410 5.6114
C 3.9890 -5.1609 4.5544
N 4.2018 -4.3869 3.7266
H 2.2105 -3.8183 6.2706
H 1.1190 -4.6430 7.3872
H 2.8498 -4.5631 7.7475
H 1.5639 -6.0791 5.4119
H 2.1446 -6.8151 6.9020
H 3.8222 -7.1485 5.1940
H 4.4716 -6.0494 6.4029
C 6.2303 -1.3303 5.1799
C 7.4282 -1.6290 6.0733
C 7.7907 -3.1136 6.1174
C 6.7430 -3.9245 6.7456
N 5.9170 -4.5630 7.2340
H 5.3216 -1.8093 5.5549
H 6.0474 -0.2531 5.1444
H 6.4061 -1.6780 4.1582
H 7.2258 -1.2588 7.0840
H 8.2912 -1.0703 5.6957
H 8.7190 -3.2333 6.6849
H 7.9891 -3.4805 5.1053
C 11.9061 -7.3599 6.7142
C 10.6155 -7.1207 5.9407
C 10.7362 -6.0097 4.8966
C 10.9644 -4.6955 5.5049
N 11.1486 -3.6626 5.9834
H 12.1903 -6.4816 7.3003
H 11.7787 -8.1952 7.4081
H 12.7296 -7.6036 6.0379
H 9.8093 -6.8912 6.6458
H 10.3387 -8.0498 5.4310
H 9.8108 -5.9731 4.3119
H 11.5445 -6.2407 4.1957
C -9.3915 3.4816 -3.6440
C -9.5445 3.5252 -5.1594
C -8.6953 2.4777 -5.8800
C -7.2581 2.7198 -5.7202
N -6.1276 2.9073 -5.5907
H -8.3687 3.7196 -3.3375
H -10.0564 4.2135 -3.1781
H -9.6475 2.4934 -3.2521
H -9.2930 4.5290 -5.5190
H -10.5969 3.3517 -5.4074
H -8.9410 2.4973 -6.9469
H -8.9475 1.4772 -5.5157
C -8.9880 8.3645 -6.8397
C -7.9168 7.2951 -7.0137
C -7.2163 6.9263 -5.7055
C -6.4358 8.0406 -5.1572
N -5.8259 8.9175 -4.7238
H -8.5578 9.3102 -6.4988
H -9.4898 8.5522 -7.7925
H -9.7438 8.0487 -6.1150
H -7.1836 7.6356 -7.7523
H -8.3879 6.3948 -7.4232
H -6.5445 6.0813 -5.8906
H -7.9526 6.5894 -4.9687
C -9.4565 -2.5602 -2.5078
C -9.4153 -3.0736 -3.9417
C -9.1035 -1.9799 -4.9638
C -10.1645 -0.9701 -5.0411
N -10.9961 -0.1736 -5.0985
H -10.2613 -1.8337 -2.3655
H -9.6316 -3.3890 -1.8169
H -8.5106 -2.0847 -2.2336
H -10.3701 -3.5535 -4.1808
H -8.6431 -3.8471 -4.0118
H -8.9823 -2.4416 -5.9493
H -8.1501 -1.5004 -4.7197
C 16.2664 -2.9796 2.7766
C 15.0466 -2.3799 3.4649
C 14.8058 -2.9464 4.8646
C 14.4597 -4.3708 4.8376
N 14.1919 -5.4925 4.8168
H 16.1426 -4.0525 2.6056
H 16.4211 -2.5041 1.8045
H 17.1690 -2.8280 3.3753
H 14.1638 -2.5373 2.8362
H 15.1910 -1.2973 3.5467
H 13.9859 -2.3924 5.3337
H 15.6911 -2.7901 5.4890


[3]
157
Properties=species:S:1:pos:R:3 method="wB97M-V/def2-TZVPD" lumo_energy_ev=-2.048 homo_energy_ev=-10.53 total_charge=+1 e_tot_ev=-180658.91004
C 3.1032 -3.6515 1.0878
C 2.6541 -2.2181 0.8162
C 3.3922 -1.1913 1.6746
C 2.8365 -1.8226 -0.6420
C 1.9102 -2.5907 -1.6102
C 0.5422 -2.1221 -1.3289
N -0.0816 -1.0861 -1.8463
C -1.2476 -1.0049 -1.2003
N -2.0959 0.0087 -1.4417
C -3.3612 0.2836 -0.7422
C -3.1378 1.1739 0.4678
C -2.1740 0.9200 1.4391
C -1.9776 1.7779 2.5115
C -2.7530 2.9269 2.6229
C -3.7108 3.1902 1.6541
C -3.9117 2.3249 0.5845
P -1.5627 1.1411 -2.6493
S -0.2630 2.3749 -1.9235
N -1.3930 -2.0123 -0.3250
C -2.4332 -2.4621 0.5825
C -3.5049 -3.2961 -0.1167
C -4.7846 -3.3385 0.6932
O -5.8251 -3.7855 -0.1551
N -0.2265 -2.7232 -0.4262
H 2.9872 -3.8440 2.1490
H 4.1170 -3.8541 0.7562
H 2.4150 -4.2969 0.5383
H 1.6122 -2.1661 1.1369
H 4.3408 -0.9235 1.2076
H 2.7663 -0.3004 1.7497
H 3.5954 -1.5475 2.6811
H 3.8702 -1.9993 -0.9277
H 2.6364 -0.7543 -0.7123
H 1.9651 -3.6682 -1.4851
H 2.1625 -2.3558 -2.6401
H -3.9211 -0.6243 -0.5356
H -3.9740 0.8680 -1.4207
H -1.5407 0.0490 1.3482
H -1.2168 1.5524 3.2427
H -2.5915 3.6094 3.4419
H -4.2858 4.0990 1.7465
H -4.6647 2.5857 -0.1461
H -2.7519 1.8108 -2.9604
H -1.0977 0.3877 -3.7319
H -2.9137 -1.6457 1.1106
H -1.9637 -3.0839 1.3405
H -3.1427 -4.3010 -0.3237
H -3.7658 -2.8770 -1.0889
H -4.7103 -4.0113 1.5517
H -5.0071 -2.3305 1.0587
H -6.6433 -3.4868 0.2674
H -0.0387 -3.5537 0.1223
C 3.2220 4.4005 0.9805
C 1.9905 5.1029 1.5598
C 1.2407 4.0697 2.4086
S 2.4828 2.9056 2.9982
O 2.2042 1.6086 2.4136
O 2.6401 3.0528 4.4210
C 3.8638 3.6458 2.1421
H 3.9184 5.1120 0.5389
H 2.9137 3.6985 0.2002
H 2.3100 5.9380 2.1857
H 1.3479 5.5066 0.7773
H 0.7484 4.5178 3.2680
H 0.5173 3.5103 1.8165
H 4.5553 2.8686 1.8262
H 4.3507 4.3216 2.8283
C 8.9782 5.9664 1.1647
C 8.1656 5.8948 -0.1370
C 6.7431 5.4686 0.2354
S 6.4702 6.0468 1.9139
O 6.3188 4.8999 2.7805
O 5.4962 7.1095 1.9115
C 8.1051 6.7246 2.1617
H 9.9355 6.4636 1.0182
H 9.1755 4.9582 1.5364
H 8.1375 6.8769 -0.6067
H 8.6070 5.2011 -0.8514
H 6.0007 5.9150 -0.4114
H 6.6350 4.3838 0.2414
H 8.4019 6.5843 3.1985
H 8.0576 7.7866 1.9232
C -2.6182 -8.6536 0.5081
C -2.4692 -8.5901 2.0339
C -0.9893 -8.3247 2.3402
S -0.3413 -7.4226 0.9284
O 0.6435 -8.2348 0.2637
O -0.0468 -6.0579 1.3211
C -1.8508 -7.4517 -0.0341
H -3.6619 -8.6292 0.2012
H -2.1780 -9.5786 0.1295
H -3.0792 -7.7740 2.4268
H -2.8063 -9.5084 2.5101
H -0.8522 -7.7221 3.2344
H -0.4225 -9.2497 2.4267
H -1.6036 -7.5312 -1.0907
H -2.3850 -6.5215 0.1599
C -1.7129 6.5212 -1.6834
C -1.2140 7.3063 -2.9046
C -0.0543 8.1953 -2.4364
S 0.6898 7.3483 -1.0351
O 0.4959 8.1482 0.1466
O 1.9997 6.8651 -1.4001
C -0.4638 5.9809 -0.9984
H -2.3888 5.7153 -1.9677
H -2.2498 7.1901 -1.0070
H -0.8587 6.6080 -3.6650
H -2.0068 7.9028 -3.3531
H 0.7012 8.3294 -3.2061
H -0.4025 9.1652 -2.0869
H -0.6296 5.6736 0.0319
H -0.0265 5.1635 -1.5674
C -10.5785 -2.0847 -1.3584
C -11.5764 -2.3605 -0.2254
C -10.7650 -2.5642 1.0612
S -9.2601 -1.6067 0.8559
O -8.1344 -2.5170 0.8148
O -9.2614 -0.4855 1.7543
C -9.6002 -1.0504 -0.8094
H -11.0748 -1.7238 -2.2572
H -10.0453 -3.0030 -1.6138
H -12.2425 -1.5040 -0.1090
H -12.1959 -3.2298 -0.4366
H -11.2870 -2.2044 1.9437
H -10.4795 -3.6053 1.1992
H -8.6695 -0.9887 -1.3690
H -10.0602 -0.0657 -0.7349
C 3.1463 9.8977 -2.6257
C 2.5666 8.6356 -1.9707
C 3.5792 7.5047 -2.1857
S 5.1924 8.2927 -2.3072
O 5.7149 8.0849 -3.6330
O 5.9753 7.9614 -1.1386
C 4.6014 9.9744 -2.1719
H 2.5942 10.7911 -2.3393
H 3.1002 9.8067 -3.7131
H 2.4305 8.8096 -0.9018
H 1.5953 8.3711 -2.3839
H 3.5922 6.8017 -1.3557
H 3.4021 6.9733 -3.1188
H 5.2207 10.6234 -2.7866
H 4.6755 10.2653 -1.1244
C 3.1685 -12.6613 -0.9528
C 2.6720 -11.4788 -0.1080
C 1.2261 -11.1928 -0.5297
S 0.5534 -12.7533 -1.1100
O 0.2667 -12.6370 -2.5172
O -0.4454 -13.2197 -0.1807
C 2.0556 -13.7046 -0.9058
H 4.1067 -13.0637 -0.5746
H 3.3314 -12.3377 -1.9829
H 2.7020 -11.7496 0.9493
H 3.2972 -10.5969 -0.2370
H 0.6196 -10.8355 0.2960
H 1.1789 -10.4849 -1.3538
H 2.1198 -14.4509 -1.6939
H 2.0071 -14.1905 0.0682